Record 1
Formula: C3H11N2O2
Source: OMol25
Level of theory: ωB97M-V with the def2-TZVPD basis set

Calculated values
HOMO level (eV): -14.5
LUMO level (eV): -3.1
Charge: +1
Multiplicity: 1
Frontier orbital gap (eV): 11.469

Each line ends with the natural charge from an NBO analysis.
Geometry (Å):
O1 0.32 0.87 2.10  -0.60
C1 0.26 -0.28 1.72  0.66
N1 1.15 -1.25 2.04  -0.79
C2 -0.63 -0.57 0.50  -0.33
N2 -1.08 0.71 -0.07  -0.50
C3 -1.35 0.70 -1.51  -0.46
H1 1.60 -1.08 2.94  0.42
H2 1.06 -2.26 1.90  0.42
H3 -0.12 -1.24 -0.21  0.26
H4 -1.50 -1.02 1.02  0.25
H5 -0.26 1.35 0.08  0.48
H6 -1.86 1.12 0.45  0.45
H7 -0.42 0.61 -2.11  0.24
H8 -1.81 1.58 -1.99  0.26
H9 -1.98 -0.09 -1.91  0.24
H10 2.88 0.69 -1.33  0.51
H11 1.71 -0.06 -2.23  0.49
O2 2.04 0.22 -1.39  -0.99


Record 2
Formula: C3H11N2O2S
Source: OMol25
Level of theory: ωB97M-V with the def2-TZVPD basis set

Calculated values
HOMO level (spin up / spin down) (eV): -18.5 / -18.5
LUMO level (spin up / spin down) (eV): -7.8 / -13.2
Charge: +2
Multiplicity: 2
Frontier orbital gap (spin up / spin down) (eV): 10.687 / 5.239

Each line ends with the Mulliken spin population.
Geometry (Å):
N1 0.75 0.50 -0.70  0.00
C1 -0.48 -0.04 -0.04  0.03
C2 -0.14 -1.07 1.08  -0.06
S1 0.61 -0.13 2.46  0.97
C3 -1.16 -0.88 -1.16  0.01
N2 -2.47 -1.05 -0.98  0.01
O1 -0.51 -1.27 -2.09  0.01
H1 0.91 -0.06 -1.58  0.00
H2 0.76 1.51 -0.82  0.00
H3 1.57 0.29 -0.14  0.00
H4 -1.14 0.75 0.30  -0.01
H5 -1.07 -1.59 1.34  0.00
H6 0.47 -1.89 0.65  0.05
H7 0.26 -0.77 3.58  -0.01
H8 -2.96 -1.61 -1.67  0.00
H9 -3.12 -0.61 -0.33  0.00
H10 3.27 2.24 -0.04  0.00
H11 2.13 3.30 -0.03  0.00
O2 2.34 2.37 0.16  0.00


Record 3
Formula: C3H11N2OP
Source: OMol25
Level of theory: ωB97M-V with the def2-TZVPD basis set

Calculated values
HOMO level (eV): -9.6
LUMO level (eV): 0.4
Charge: 0
Multiplicity: 1
Frontier orbital gap (eV): 10.032

Each line ends with the natural charge from an NBO analysis.
Geometry (Å):
C1 2.36 1.55 -0.37  -0.45
C2 -0.88 -1.87 0.96  -1.00
C3 -1.98 0.84 0.12  -0.95
N1 1.77 0.30 0.07  -0.42
N2 0.40 -0.20 -1.13  -0.89
O1 -1.73 -1.47 -1.63  -1.09
P1 -1.10 -0.72 -0.55  2.02
H1 1.62 2.37 -0.31  0.20
H2 3.23 1.63 0.36  0.22
H3 2.88 1.33 -1.29  0.21
H4 -1.59 -2.66 0.88  0.25
H5 -0.01 -2.37 0.72  0.24
H6 -0.75 -1.51 1.97  0.23
H7 -2.70 0.44 0.84  0.24
H8 -1.18 1.22 0.72  0.22
H9 -2.44 1.46 -0.60  0.25
H10 1.25 0.55 0.95  0.33
H11 0.84 -0.88 -1.71  0.39


Record 4
Formula: C3H11N2OP
Source: OMol25
Level of theory: ωB97M-V with the def2-TZVPD basis set

Calculated values
HOMO level (eV): -9.2
LUMO level (eV): 0.8
SMILES string: CN(C)[P@@](C)(N)=O
Charge: 0
Multiplicity: 1
Frontier orbital gap (eV): 10.080

Each line ends with the natural charge from an NBO analysis.
Geometry (Å):
C1 1.04 -1.61 -0.06  -0.42
N1 0.60 -0.29 -0.07  -0.77
C2 1.33 0.70 0.67  -0.43
P1 -1.10 -0.18 0.34  2.20
C3 -1.47 1.53 -0.15  -1.05
N2 -1.86 -0.97 -1.00  -1.18
O1 -1.40 -0.51 1.71  -1.08
H1 0.54 -2.00 -0.90  0.20
H2 2.20 -1.64 -0.46  0.19
H3 0.88 -2.18 0.94  0.20
H4 0.68 1.56 0.47  0.20
H5 1.44 0.59 1.76  0.19
H6 2.21 1.01 0.19  0.20
H7 -2.47 1.58 -0.76  0.26
H8 -1.58 2.18 0.65  0.24
H9 -0.63 1.96 -0.83  0.24
H10 -1.27 -0.86 -1.79  0.40
H11 -2.25 -1.87 -0.84  0.40


Record 5
Formula: C3H11N2P2
Source: OMol25
Level of theory: ωB97M-V with the def2-TZVPD basis set

Calculated values
HOMO level (spin up / spin down) (eV): -12.5 / -12.7
LUMO level (spin up / spin down) (eV): -4.8 / -5.4
Charge: +1
Multiplicity: 1
Frontier orbital gap (spin up / spin down) (eV): 7.725 / 7.298

Each line ends with the natural charge from an NBO analysis.
Geometry (Å):
C1 -0.66 3.53 1.89  -0.94
C2 1.87 -1.77 -0.38  -1.00
C3 -0.37 -0.92 -2.19  -0.96
N1 0.52 1.49 0.59  -0.84
N2 -1.00 -1.98 0.27  -1.08
P1 -0.83 1.83 1.19  1.00
P2 0.21 -1.09 -0.50  1.52
H1 0.17 3.94 1.54  0.24
H2 -1.73 4.04 1.69  0.27
H3 -0.74 3.39 3.07  0.28
H4 2.51 -1.09 -0.75  0.27
H5 2.05 -2.82 -0.90  0.29
H6 2.17 -2.08 0.71  0.29
H7 0.22 -0.30 -2.71  0.26
H8 -1.24 -0.40 -2.25  0.26
H9 -0.58 -2.04 -2.55  0.28
H10 -1.88 -1.58 0.03  0.42
H11 -0.71 -2.16 1.23  0.43


Record 6
Formula: C3H11N2P3
Source: OMol25
Level of theory: ωB97M-V with the def2-TZVPD basis set

Calculated values
HOMO level (eV): -8.2
LUMO level (eV): 0.1
Charge: 0
Multiplicity: 1
Frontier orbital gap (eV): 8.347

Each line ends with the natural charge from an NBO analysis.
Geometry (Å):
C1 0.88 -3.08 1.19  -0.65
C2 1.28 -1.79 0.59  -0.16
C3 0.87 -1.28 -0.59  -0.43
N1 0.02 2.13 -0.31  -1.37
N2 -1.07 1.85 -2.50  -1.37
P1 0.47 1.93 -1.86  1.29
P2 0.93 2.11 1.19  0.52
P3 -2.19 1.58 -1.40  1.13
H1 1.85 -3.71 1.16  0.23
H2 0.65 -3.07 2.27  0.22
H3 0.04 -3.47 0.59  0.21
H4 -2.12 0.45 -0.73  -0.03
H5 2.09 -1.22 1.05  0.20
H6 -0.03 -1.70 -1.04  0.18
H7 1.27 -0.33 -0.94  0.19
H8 -0.15 1.90 2.09  -0.06
H9 0.94 3.37 1.56  -0.07
H10 -3.33 1.80 -2.08  -0.03
H11 -2.39 2.54 -0.23  -0.01


Record 7
Formula: C3H11N2S
Source: OMol25
Level of theory: ωB97M-V with the def2-TZVPD basis set

Calculated values
HOMO level (spin up / spin down) (eV): -5.5 / -8.8
LUMO level (spin up / spin down) (eV): 0.9 / 0.9
Charge: 0
Multiplicity: 2
Frontier orbital gap (spin up / spin down) (eV): 6.440 / 9.768

Each line ends with the Mulliken spin population.
Geometry (Å):
C1 -2.77 -1.37 -1.37  0.00
C2 -1.66 -0.62 -0.66  0.00
S1 -0.32 -1.70 -0.08  0.00
H1 -3.38 -1.92 -0.66  0.00
H2 -2.35 -2.07 -2.10  0.00
H3 -3.42 -0.69 -1.92  0.00
H4 -1.26 0.20 -1.26  0.00
H5 -2.06 -0.18 0.24  0.00
H6 -0.57 -2.71 -0.93  0.00
N1 3.22 2.12 0.96  0.07
C3 1.93 1.62 0.71  0.81
N2 1.30 0.77 1.60  0.07
H7 3.77 1.82 1.75  0.00
H8 3.83 2.19 0.16  0.02
H9 1.65 1.61 -0.33  0.01
H10 0.92 -0.12 1.32  0.01
H11 1.19 1.04 2.56  0.00


Record 8
Formula: C3H11N2S
Source: OMol25
Level of theory: ωB97M-V with the def2-TZVPD basis set

Calculated values
HOMO level (eV): -13.0
LUMO level (eV): -3.4
SMILES string: C[C@](N)([NH3+])CS
Charge: +1
Multiplicity: 1
Frontier orbital gap (eV): 9.617

Each line ends with the natural charge from an NBO analysis.
Geometry (Å):
C1 -0.09 1.12 1.04  -0.69
C2 -0.18 0.12 -0.15  0.33
N1 -0.38 0.71 -1.35  -0.81
N2 -1.43 -0.99 0.22  -0.77
C3 1.04 -0.83 0.02  -0.60
S1 2.68 -0.09 0.17  0.03
H1 -1.07 1.20 1.70  0.23
H2 0.13 2.16 0.80  0.26
H3 0.74 0.84 1.81  0.27
H4 -0.30 0.39 -2.38  0.44
H5 -1.15 1.32 -1.22  0.39
H6 -0.98 -1.63 -0.39  0.42
H7 -1.67 -1.42 1.10  0.44
H8 -2.20 -0.56 -0.17  0.42
H9 1.07 -1.33 -0.93  0.22
H10 0.95 -1.61 0.75  0.25
H11 2.83 0.60 -1.03  0.16


Record 9
Formula: C3H11N3
Source: OMol25
Level of theory: ωB97M-V with the def2-TZVPD basis set

Calculated values
HOMO level (spin up / spin down) (eV): 1.1 / -5.5
LUMO level (spin up / spin down) (eV): 4.1 / 4.0
Charge: -1
Multiplicity: 2
Frontier orbital gap (spin up / spin down) (eV): 3.036 / 9.515

Each line ends with the Mulliken spin population.
Geometry (Å):
C1 -1.16 0.75 -1.58  0.44
C2 -2.29 0.87 -0.54  0.71
N1 -2.66 -0.46 -0.04  0.05
H1 -1.48 0.49 -2.59  -0.14
H2 -0.71 1.74 -1.72  -0.27
H3 -0.31 0.20 -1.20  0.18
H4 -1.80 1.49 0.23  -0.36
H5 -3.14 1.44 -0.92  -0.04
H6 -2.29 -0.60 0.91  -0.08
H7 -3.64 -0.34 0.26  -0.06
N2 2.58 0.24 1.21  0.45
C3 2.92 -1.03 0.85  1.51
N3 3.55 -1.98 1.39  -0.31
H8 2.00 0.73 0.54  -0.56
H9 2.94 0.69 2.04  -0.29
H10 2.18 -1.33 0.08  -0.20
H11 3.31 -2.90 1.08  -0.04


Record 10
Formula: C3H11N3
Source: OMol25
Level of theory: ωB97M-V with the def2-TZVPD basis set

Calculated values
HOMO level (eV): -6.3
LUMO level (eV): 0.3
Charge: 0
Multiplicity: 1
Frontier orbital gap (eV): 6.582

Each line ends with the natural charge from an NBO analysis.
Geometry (Å):
C1 0.97 0.47 -1.16  -0.34
C2 -1.65 0.56 0.09  0.11
N1 -1.55 1.92 0.19  -0.88
N2 -2.74 0.03 -0.29  -0.84
H1 -2.39 2.47 0.11  0.37
H2 -0.74 2.26 0.69  0.36
H3 -2.68 -0.97 -0.46  0.33
H4 1.16 1.53 -1.11  0.21
H5 1.83 -0.09 -1.50  0.18
H6 0.20 0.27 -1.90  0.24
C3 1.27 -1.77 0.69  -0.43
N3 0.93 -0.35 0.62  -0.65
H7 1.59 0.19 1.18  0.38
H8 -0.28 -0.16 0.73  0.33
H9 2.31 -1.95 0.41  0.20
H10 0.61 -2.28 -0.01  0.22
H11 1.13 -2.14 1.71  0.22


Strongest force on any atom
In order: 3.04; 1.50; 4.47; 4.17; 7.57; 4.60; 0.60; 4.65; 3.71; 3.01
Unit: eV Å⁻¹
E_tot
In order: -10358.0414; -21180.7833; -17604.0428; -17606.3746; -24836.5048; -34132.8559; -17102.8627; -17096.8934; -7757.5019; -7754.9923
Unit: eV
Energy above the lowest of the compared OMol25 structures with the same formula, charge and spin
In order: 39.45; 30.95; 62.06; 8.28; 97.06; 21.61; 6.26; 48.89; 15.84; 117.41
Unit: kcal/mol